H38O19 | ωB97M-V/def2-TZVPD

HOMO-LUMO gap: 9.86 eV
E_tot: -1452.3072 a.u.
F_max: 0.0402 hartree/bohr
LUMO energy: -0.013 Ha
Energy relative to the best compared isomer or geometry (same formula, charge and spin): 83.18 kcal per mole

Element x y z (Å)
O -3.87227 0.19961 0.00788
H -2.96273 0.13546 -0.32818
H -4.07435 -0.74578 -0.03141
O -1.85283 4.38950 -1.26666
H -1.20492 4.17928 -1.93824
H -2.39326 3.62020 -1.08096
O -1.47965 -2.25863 -2.73685
H -0.94991 -1.79818 -2.05068
H -2.36233 -1.86100 -2.73465
O -0.37686 -0.99437 -4.73454
H -0.44589 -1.17714 -3.78890
H -0.76757 -1.74806 -5.17392
O 2.11654 2.77006 -1.19540
H 2.95043 3.14690 -1.48043
H 2.05089 1.89384 -1.57909
O 0.21836 -0.75261 4.09142
H 0.05963 -1.68857 4.00707
H -0.24548 -0.50495 4.89727
O 0.91118 0.23861 1.03827
H 0.47769 0.34619 1.89386
H 1.79780 0.52900 1.29664
O 0.34866 2.61043 3.49324
H 0.35586 3.20708 2.73622
H -0.12977 1.84723 3.16034
O 2.88441 0.02565 -2.98631
H 2.47148 -0.34378 -2.19533
H 3.45646 -0.66167 -3.33496
O -1.27323 3.54056 1.40068
H -1.22590 4.09737 0.60669
H -1.38434 4.15382 2.13397
O -2.86452 1.53392 3.11871
H -2.43599 1.85567 2.31978
H -3.52351 0.90885 2.80139
O 2.80898 -0.84266 3.38732
H 1.82734 -0.84176 3.46517
H 2.90181 0.08704 3.64898
O 0.53766 -4.78208 0.48312
H 1.17148 -4.12480 0.79062
H 0.36160 -4.47562 -0.41420
O -0.49467 2.12541 -2.28600
H 0.35940 2.08096 -2.73802
H -1.00091 2.39028 -3.05875
O 3.76881 -2.50357 1.60607
H 4.16746 -1.86927 2.21047
H 3.46076 -3.16640 2.23104
O 2.47172 -2.26899 -1.07828
H 1.63342 -2.26790 -0.59366
H 2.98340 -1.90262 -0.33470
O -3.06190 -0.14476 -2.60003
H -2.87277 0.29615 -3.43096
H -3.83621 0.24583 -2.18196
O -0.92683 -2.71557 1.29066
H -0.94707 -1.87392 1.76196
H -0.62490 -3.35798 1.93551
O 0.16548 -0.48846 -1.54152
H 0.28648 0.15149 -2.23753
H 0.58535 -0.44532 -0.68223